ORCA calculation (wB97M-V/def2-TZVPD) on a 14-piece molecular cluster, C57H79BN11O14 overall.

Summary:
Highest occupied orbital energy: -7.87 eV
Molar mass: 1153.13 u
HOMO-LUMO gap: 9.44 eV
Relative energy (zero: lowest compared OMol25 entry of this formula, charge and spin): 0.0 kcal/mol
2S+1: 1
Charge: -1

Last columns: bonded neighbours and bond lengths (Å).
Element x y z (Å)
1 O 3.220 -2.199 -1.293  C2 1.176
2 C 2.124 -1.867 -1.028  O1 1.176, O3 1.318, C6 1.543
3 O 1.773 -0.872 -0.238  C2 1.318, B4 1.463
4 B 0.317 -0.789 -0.128  O3 1.463, O5 1.464, O8 1.475, O12 1.475
5 O -0.189 -1.938 -0.881  B4 1.464, C6 1.313
6 C 0.817 -2.590 -1.416  C2 1.543, O5 1.313, O7 1.193
7 O 0.754 -3.628 -2.000  C6 1.193
8 O -0.137 0.500 -0.685  B4 1.475, C9 1.322
9 C -0.700 1.217 0.274  O8 1.322, O10 1.184, C11 1.548
10 O -1.170 2.288 0.092  C9 1.184
11 C -0.627 0.391 1.580  C9 1.548, O12 1.322, O13 1.190
12 O -0.098 -0.784 1.287  B4 1.475, C11 1.322
13 O -0.964 0.795 2.648  C11 1.190
14 N 2.293 -0.306 4.388  C15 1.338, C19 1.331
15 C 2.786 -0.737 3.221  N14 1.338, C16 1.389, H20 1.083
16 C 3.833 -0.103 2.564  C15 1.389, C17 1.384, H21 1.084
17 C 4.390 1.045 3.100  C16 1.384, C18 1.390, H22 1.081
18 C 3.908 1.455 4.337  C17 1.390, C19 1.375, H23 1.084
19 C 2.895 0.746 4.938  N14 1.331, C18 1.375, H24 1.086
20 H 2.146 -1.500 2.795  C15 1.083
21 H 4.181 -0.506 1.620  C16 1.084
22 H 5.225 1.544 2.629  C17 1.081
23 H 4.448 2.266 4.812  C18 1.084
24 H 2.511 1.054 5.906  C19 1.086
25 N -3.135 2.465 -5.183  C26 1.323, C30 1.327
26 C -2.459 3.327 -5.924  N25 1.323, C27 1.392, H31 1.087
27 C -1.304 3.985 -5.509  C26 1.392, C28 1.384, H32 1.080
28 C -0.807 3.649 -4.262  C27 1.384, C29 1.384, H33 1.085
29 C -1.533 2.794 -3.450  C28 1.384, C30 1.392, H34 1.084
30 C -2.688 2.209 -3.960  N25 1.327, C29 1.392, H35 1.084
31 H -2.823 3.602 -6.911  C26 1.087
32 H -0.806 4.663 -6.188  C27 1.080
33 H 0.107 4.078 -3.867  C28 1.085
34 H -1.243 2.577 -2.428  C29 1.084
35 H -3.256 1.547 -3.318  C30 1.084
36 N 0.809 4.618 3.458  C37 1.330, C41 1.326
37 C 1.340 3.559 2.853  N36 1.330, C38 1.385, H42 1.086
38 C 2.175 3.625 1.750  C37 1.385, C39 1.392, H43 1.084
39 C 2.523 4.873 1.242  C38 1.392, C40 1.379, H44 1.083
40 C 1.928 5.962 1.842  C39 1.379, C41 1.391, H45 1.085
41 C 1.097 5.807 2.947  N36 1.326, C40 1.391, H46 1.084
42 H 1.146 2.562 3.240  C37 1.086
43 H 2.526 2.720 1.268  C38 1.084
44 H 3.150 5.006 0.369  C39 1.083
45 H 2.188 6.960 1.503  C40 1.085
46 H 0.737 6.691 3.460  C41 1.084
47 C 3.027 2.070 -1.661  C48 1.527, O52 1.419, H53 1.091, H54 1.090
48 C 2.619 2.350 -3.105  C47 1.527, O49 1.428, H55 1.088, H56 1.091
49 O 2.515 3.775 -3.110  C48 1.428, C50 1.364
50 C 3.242 4.280 -2.072  O49 1.364, O51 1.176, O52 1.340
51 O 3.448 5.427 -1.916  C50 1.176
52 O 3.578 3.301 -1.220  C47 1.419, C50 1.340
53 H 3.766 1.267 -1.651  C47 1.091
54 H 2.198 1.783 -1.013  C47 1.090
55 H 1.676 1.844 -3.302  C48 1.088
56 H 3.386 2.006 -3.798  C48 1.091
57 C -2.398 -0.943 6.636  C58 1.536, O62 1.427, H63 1.088, H64 1.091
58 C -1.205 -1.277 5.727  C57 1.536, O59 1.431, H65 1.087, H66 1.085
59 O -0.969 -2.655 6.031  C58 1.431, C60 1.336
60 C -2.039 -3.194 6.620  O59 1.336, O61 1.185, O62 1.358
61 O -2.235 -4.346 6.816  C60 1.185
62 O -2.898 -2.222 7.023  C57 1.427, C60 1.358
63 H -3.143 -0.376 6.081  C57 1.088
64 H -2.076 -0.408 7.531  C57 1.091
65 H -0.360 -0.662 6.024  C58 1.087
66 H -1.378 -1.095 4.671  C58 1.085
67 C 5.598 -5.593 -1.465  C68 1.532, H72 1.091, H73 1.090, H74 1.091
68 C 4.796 -5.832 -2.749  C67 1.532, C69 1.531, H75 1.095, H76 1.089
69 C 3.301 -5.634 -2.486  C68 1.531, C70 1.462, H77 1.096, H78 1.092
70 C 2.493 -5.996 -3.651  C69 1.462, N71 1.147
71 N 1.852 -6.236 -4.571  C70 1.147
72 H 6.666 -5.568 -1.686  C67 1.091
73 H 5.429 -6.419 -0.775  C67 1.090
74 H 5.309 -4.654 -0.991  C67 1.091
75 H 4.940 -6.880 -3.030  C68 1.095
76 H 5.150 -5.234 -3.587  C68 1.089
77 H 3.110 -4.570 -2.305  C69 1.096
78 H 2.889 -6.179 -1.635  C69 1.092
79 C -0.134 6.116 -1.117  C80 1.527, H84 1.091, H85 1.096, H86 1.086
80 C -1.112 6.441 0.010  C79 1.527, C81 1.524, H87 1.097, H88 1.089
81 C -1.636 5.212 0.742  C80 1.524, C82 1.464, H89 1.093, H90 1.092
82 C -2.552 5.525 1.841  C81 1.464, N83 1.139
83 N -3.317 5.773 2.647  C82 1.139
84 H -0.499 5.368 -1.823  C79 1.091
85 H 0.745 5.615 -0.694  C79 1.096
86 H 0.176 7.041 -1.593  C79 1.086
87 H -1.976 6.920 -0.468  C80 1.097
88 H -0.691 7.200 0.668  C80 1.089
89 H -0.783 4.665 1.151  C81 1.093
90 H -2.237 4.554 0.111  C81 1.092
91 C -3.854 2.769 6.052  C92 1.521, H96 1.084, H97 1.102, H98 1.093
92 C -3.415 2.859 4.599  C91 1.521, C93 1.541, H99 1.092, H100 1.094
93 C -1.924 3.214 4.445  C92 1.541, C94 1.460, H101 1.092, H102 1.087
94 C -1.050 2.450 5.331  C93 1.460, N95 1.133
95 N -0.369 1.854 6.012  C94 1.133
96 H -4.920 2.727 6.247  C91 1.084
97 H -3.450 3.678 6.526  C91 1.102
98 H -3.278 2.018 6.600  C91 1.093
99 H -3.962 3.631 4.055  C92 1.092
100 H -3.598 1.918 4.073  C92 1.094
101 H -1.802 4.258 4.740  C93 1.092
102 H -1.609 3.063 3.416  C93 1.087
103 C -0.653 -0.564 -5.042  C104 1.539, H108 1.093, H109 1.090, H110 1.089
104 C -0.753 -2.064 -4.718  C103 1.539, C105 1.527, H111 1.089, H112 1.090
105 C -1.431 -2.818 -5.860  C104 1.527, C106 1.459, H113 1.097, H114 1.090
106 C -2.885 -2.706 -5.925  C105 1.459, N107 1.150
107 N -4.030 -2.608 -5.967  C106 1.150
108 H -0.018 -0.417 -5.919  C103 1.093
109 H -0.165 0.010 -4.253  C103 1.090
110 H -1.661 -0.194 -5.222  C103 1.089
111 H -1.286 -2.187 -3.776  C104 1.089
112 H 0.262 -2.435 -4.576  C104 1.090
113 H -1.272 -3.894 -5.720  C105 1.097
114 H -0.980 -2.554 -6.817  C105 1.090
115 C -3.648 -5.451 -2.142  C116 1.515, H120 1.091, H121 1.100, H122 1.091
116 C -2.455 -4.803 -2.812  C115 1.515, C117 1.545, H123 1.095, H124 1.089
117 C -1.332 -5.804 -3.164  C116 1.545, C118 1.459, H125 1.089, H126 1.090
118 C -0.735 -6.381 -1.964  C117 1.459, N119 1.138
119 N -0.259 -6.873 -1.055  C118 1.138
120 H -4.274 -6.030 -2.824  C115 1.091
121 H -4.333 -4.673 -1.776  C115 1.100
122 H -3.431 -5.995 -1.221  C115 1.091
123 H -1.982 -4.089 -2.130  C116 1.095
124 H -2.755 -4.191 -3.662  C116 1.089
125 H -0.579 -5.213 -3.684  C117 1.089
126 H -1.782 -6.600 -3.758  C117 1.090
127 C -1.489 -4.425 2.994  C128 1.518, H132 1.091, H133 1.096, H134 1.088
128 C -2.315 -4.397 1.721  C127 1.518, C129 1.541, H135 1.093, H136 1.089
129 C -3.083 -3.080 1.495  C128 1.541, C130 1.454, H137 1.092, H138 1.095
130 C -3.402 -2.306 2.684  C129 1.454, N131 1.140
131 N -3.653 -1.699 3.616  C130 1.140
132 H -0.637 -3.743 3.004  C127 1.091
133 H -0.975 -5.391 3.043  C127 1.096
134 H -2.123 -4.321 3.872  C127 1.088
135 H -3.031 -5.222 1.671  C128 1.093
136 H -1.707 -4.600 0.841  C128 1.089
137 H -3.958 -3.230 0.859  C129 1.092
138 H -2.471 -2.395 0.899  C129 1.095
139 C -7.184 0.847 1.458  C140 1.528, H144 1.094, H145 1.088, H146 1.089
140 C -5.750 0.335 1.589  C139 1.528, C141 1.538, H147 1.094, H148 1.098
141 C -4.676 1.434 1.531  C140 1.538, C142 1.458, H149 1.088, H150 1.092
142 C -4.607 1.985 0.182  C141 1.458, N143 1.148
143 N -4.559 2.387 -0.892  C142 1.148
144 H -7.289 1.342 0.488  C139 1.094
145 H -7.389 1.539 2.272  C139 1.088
146 H -7.851 -0.013 1.433  C139 1.089
147 H -5.529 -0.520 0.944  C140 1.094
148 H -5.671 -0.169 2.561  C140 1.098
149 H -3.746 1.022 1.918  C141 1.088
150 H -4.989 2.235 2.203  C141 1.092
151 C 6.423 -2.095 -2.960  C152 1.543, H156 1.088, H157 1.093, H158 1.097
152 C 6.072 -0.621 -2.671  C151 1.543, C153 1.522, H159 1.093, H160 1.092
153 C 7.126 0.323 -3.231  C152 1.522, C154 1.453, H161 1.098, H162 1.088
154 C 8.434 0.255 -2.602  C153 1.453, N155 1.144
155 N 9.484 0.255 -2.147  C154 1.144
156 H 5.654 -2.828 -2.724  C151 1.088
157 H 7.331 -2.440 -2.459  C151 1.093
158 H 6.646 -2.140 -4.033  C151 1.097
159 H 5.905 -0.610 -1.590  C152 1.093
160 H 5.073 -0.496 -3.093  C152 1.092
161 H 6.772 1.332 -2.981  C153 1.098
162 H 7.154 0.224 -4.314  C153 1.088

Mulliken population analysis, charges in e, atoms 1 to 6: O -0.659; C -0.371; O 0.356; B 0.314; O -0.818; C 0.846